Record 1
A structure of composition C32H43MoN6O3. Source: the OMol25 dataset; level of theory: wB97M-V/def2-TZVPD.

Element x y z (Å)
Mo -0.85853 0.55074 -0.82799
C -0.32013 -1.94728 -3.55672
C -1.84792 -2.00549 -3.44309
C -2.48564 -0.94051 -4.32730
C -2.22895 -1.90064 -1.98292
C -2.78523 -0.73142 -1.43281
C -3.04621 -0.60525 -0.04848
C -2.82991 -1.70131 0.80467
C -3.23448 -1.65485 2.25149
C -2.30720 -2.86136 0.24775
C -2.00310 -2.95552 -1.10583
H -0.00370 -2.04339 -4.59472
H 0.17043 -2.72754 -2.97285
H 0.04765 -0.97355 -3.19395
H -2.18197 -2.98720 -3.78988
H -2.13472 0.06506 -4.06449
H -3.57479 -0.95483 -4.27158
H -2.20637 -1.10683 -5.36630
H -3.19095 0.02514 -2.10063
H -3.63930 0.23726 0.29297
H -3.98158 -2.42160 2.45974
H -3.68331 -0.69697 2.51825
H -2.38787 -1.85567 2.91380
H -2.17302 -3.73318 0.87774
H -1.61495 -3.89007 -1.49468
C -3.50766 3.32691 -2.57044
O -2.61872 4.01527 -3.44399
C -1.30546 3.77296 -3.50142
C -0.60622 4.59647 -4.40542
C 0.74971 4.48826 -4.59310
C 1.47548 3.53910 -3.87780
C 0.82552 2.70565 -2.97994
C 1.62504 1.73272 -2.27286
N 1.18702 0.90775 -1.38434
N 2.10150 -0.03665 -0.93689
C 1.49211 -0.98747 -0.33193
O 0.15923 -0.87429 -0.13237
C 2.13921 -2.24943 0.02635
C 3.44658 -2.50163 -0.39520
C 4.03770 -3.71816 -0.10130
C 3.33199 -4.68296 0.60975
C 2.03471 -4.42877 1.03894
C 1.43590 -3.21286 0.74996
C -0.56978 2.82300 -2.80157
O -1.16907 1.97201 -1.89801
H -4.47741 3.78508 -2.73498
H -3.56458 2.26751 -2.82855
H -3.21709 3.45818 -1.52716
H -1.19311 5.32243 -4.95296
H 1.24994 5.13719 -5.29779
H 2.54405 3.44411 -4.01969
H 2.67967 1.66512 -2.52465
H 3.97967 -1.75346 -0.96580
H 5.04230 -3.92497 -0.44428
H 3.78969 -5.64173 0.81507
H 1.48622 -5.18792 1.58104
H 0.42282 -3.00841 1.07091
N 4.27991 -2.12060 5.64541
C 3.95319 -1.10191 4.57250
C 2.52283 -1.27745 4.05214
N 2.14803 -0.29203 3.05275
H 5.22937 -1.99056 6.00533
H 4.21785 -3.07696 5.28754
H 3.64055 -2.04773 6.44097
H 4.68847 -1.24049 3.78138
H 4.10228 -0.12202 5.02319
H 1.81990 -1.21607 4.88744
H 2.41502 -2.27174 3.60905
H 2.73521 -0.35798 2.22832
H 2.22844 0.65255 3.41198
C -2.26594 2.00154 4.24207
C -1.55010 2.20728 2.95465
C -0.84191 3.29153 2.47022
C -0.33815 2.91995 1.22673
N -0.71720 1.65321 0.94583
N -1.48198 1.26171 2.00878
C 0.47772 3.77188 0.32190
H -2.47244 2.96116 4.70911
H -1.65761 1.41495 4.93195
H -3.21244 1.48263 4.09382
H -0.71354 4.24519 2.95333
H -1.77500 0.30040 2.08489
H 1.10799 4.42976 0.91724
H -0.16133 4.40604 -0.29538
H 1.11567 3.18097 -0.32490

Properties
charge: +3
frontier orbital gap (alpha / beta): 6.3 / 6.3 eV
LUMO level (alpha / beta): -9.163 / -9.149 eV
energy above the lowest of the compared OMol25 structures with the same formula, charge and spin: 3.5 kcal per mole
total energy: -1866.747363 a.u.
HOMO (alpha / beta): -15.50 / -15.48 eV
largest force on an atom: 0.59 eV Å⁻¹

***

Record 2
A structure of composition C32H44B2CdF4N8O2Si3. Source: the OMol25 dataset; level of theory: wB97M-V/def2-TZVPD.

Element x y z (Å)
Cd 0.18321 0.22603 -0.29389
O -1.41819 -0.52743 4.21342
C -0.84632 -0.33657 3.12720
N -1.31402 -0.43231 1.90225
C -2.52207 -0.95305 1.57560
O -3.63597 -0.53187 1.83681
C -2.32701 -2.21344 0.75681
C -3.28443 -3.21669 0.76633
C -3.00520 -4.39479 0.09629
C -1.79184 -4.51825 -0.56147
C -0.90305 -3.45223 -0.52667
N -1.15923 -2.32512 0.12698
C 0.65062 -0.07588 3.16454
C 1.28742 0.02918 4.39372
C 2.67066 0.05363 4.43142
C 3.36979 -0.04559 3.24016
C 2.64888 -0.10270 2.05708
N 1.32091 -0.09175 2.01409
H -4.21661 -3.05216 1.28915
H -3.72523 -5.20534 0.08501
H -1.52909 -5.42059 -1.09793
H 0.05385 -3.50964 -1.03025
H 0.67308 0.04206 5.28250
H 3.19662 0.12239 5.37698
H 4.45096 -0.07916 3.21187
H 3.14872 -0.18096 1.10622
C 4.53152 0.31247 -0.75726
Si 3.43566 1.31083 -1.92171
C 4.65859 2.71570 -2.37915
C 3.37581 0.27510 -3.49983
C 1.78496 1.94815 -1.29288
Si 0.78861 2.71102 -2.69046
C 1.82900 3.66956 -3.96928
C -0.19913 1.59006 -3.82640
C -0.48457 4.00936 -2.11941
Si 2.12586 3.28849 -0.06338
C 2.47056 5.01495 -0.79831
C 3.62879 3.12066 1.07696
C 0.73477 3.66127 1.19449
C 0.82398 4.81484 1.98142
C -0.12361 5.07729 2.95171
C -1.17130 4.18796 3.10266
C -1.22020 3.08334 2.26921
N -0.29052 2.81108 1.34685
H 5.51338 0.23432 -1.23472
H 4.16971 -0.70378 -0.59559
H 4.67981 0.78961 0.21000
H 5.64792 2.27274 -2.52967
H 4.75576 3.45098 -1.57994
H 4.39142 3.25089 -3.28928
H 4.31254 0.42538 -4.04508
H 2.55035 0.53305 -4.16423
H 3.30262 -0.78709 -3.26500
H 2.47583 2.99908 -4.54061
H 2.45121 4.44694 -3.52338
H 1.14066 4.14525 -4.67471
H 0.38321 0.77302 -4.25454
H -0.57232 2.21292 -4.64601
H -1.05570 1.15643 -3.31669
H -0.23832 4.99212 -2.53016
H -0.56075 4.11166 -1.03596
H -1.47445 3.72925 -2.48598
H 3.34998 4.98048 -1.44290
H 2.68161 5.73216 -0.00062
H 1.64263 5.40472 -1.38992
H 4.56260 3.07937 0.51510
H 3.57992 2.25191 1.72980
H 3.65650 4.01165 1.71131
H 1.64533 5.50301 1.82600
H -0.04879 5.96140 3.57551
H -1.93993 4.33078 3.85033
H -2.03924 2.38361 2.34464
B -2.76493 -1.14315 -2.63683
N -2.96833 0.27878 -2.04896
C -4.09867 0.97179 -2.23521
C -4.00227 2.16825 -1.55392
C -2.73683 2.10992 -0.97087
N -2.11390 0.97178 -1.26551
N -1.28887 -1.35608 -3.04104
C -0.91370 -2.07128 -4.11141
C 0.45101 -2.27447 -4.05787
C 0.83497 -1.62820 -2.88101
N -0.21573 -1.08026 -2.27904
H -3.41696 -1.19006 -3.66235
H -3.12182 -2.00065 -1.85869
H -4.89055 0.56041 -2.83839
H -4.73102 2.95776 -1.48749
H -2.25341 2.85224 -0.36746
H -1.64976 -2.38831 -4.83087
H 1.07211 -2.81231 -4.75296
H 1.80125 -1.57547 -2.41582
F 4.11857 -2.73029 0.29786
B 2.84501 -2.98294 -0.23747
F 2.10351 -1.75523 -0.23321
F 2.96454 -3.42156 -1.56793
F 2.17588 -3.93389 0.53108

Properties
charge: -2
frontier orbital gap: 7.6 eV
LUMO level: 4.243 eV
energy above the lowest of the compared OMol25 structures with the same formula, charge and spin: 20.8 kcal per mole
total energy: -3320.225396 a.u.
HOMO: -3.33 eV
largest force on an atom: 0.86 eV Å⁻¹